Formula: C38H42CrN6O4S3
Source: OMol25
Level of theory: the ωB97M-V functional and the def2-TZVPD basis

Last column: Löwdin spin population.
Positions of all 94 atoms, in Å:
Cr -0.5330 0.4579 -0.2630  2.911
N -5.7393 8.4112 4.0208  0.000
C -5.2527 7.4955 3.4758  0.000
C -4.5806 6.4696 2.7674  0.000
C -5.0482 5.1724 2.8891  0.000
C -4.4072 4.1246 2.1946  0.000
C -3.1003 4.3623 1.6177  0.000
C -2.7917 5.7359 1.3782  0.000
C -3.4967 6.7419 2.0016  0.000
C -2.2994 3.2544 1.0775  -0.002
C -1.0018 3.0274 1.5513  0.001
C -0.3265 3.6798 2.6156  0.009
C 0.9160 3.1191 2.6824  0.002
C 0.9700 2.1193 1.7729  0.008
N -0.1132 2.1216 1.0294  -0.007
C -2.7787 2.5555 -0.0293  0.001
C -3.8971 2.9997 -0.8015  0.011
C -3.9291 2.3014 -1.9600  0.001
C -2.8574 1.3466 -1.9122  0.013
N -2.1795 1.5319 -0.8089  -0.024
H -5.9499 4.9760 3.4099  0.000
H -4.7884 3.1070 2.2576  0.000
H -1.9072 5.9171 0.8167  0.000
H -3.1587 7.7632 1.8455  0.000
H -0.6845 4.5002 3.2056  0.000
H 1.7842 3.3488 3.3296  0.000
H 1.9483 1.5916 1.6976  0.000
H -4.5218 3.7947 -0.5363  0.001
H -4.5996 2.5383 -2.7466  0.000
H -2.4450 0.5323 -2.5591  0.000
O 1.1268 -0.5301 0.2676  0.029
S 2.4929 -0.4384 -0.3457  0.006
C 2.7309 -2.0248 -1.2123  0.002
C 2.8246 -3.3012 -0.4366  0.000
C 2.4830 -4.5141 -1.3110  0.000
C 2.1266 -5.8215 -0.6069  0.000
S 0.5017 -5.6499 0.3348  0.000
O 0.2510 -4.1466 0.3729  0.000
C -0.5773 -6.5125 -0.8248  0.000
C -1.1721 -5.8952 -1.8959  0.000
C -2.1516 -6.5562 -2.6388  0.000
C -2.4733 -7.7998 -2.2756  0.000
C -1.7703 -8.4870 -1.2714  0.000
C -0.8427 -7.8710 -0.4765  0.000
C 3.7942 -0.6054 0.9565  0.000
C 4.9931 0.0704 0.6625  0.000
C 6.0859 -0.0631 1.4531  0.000
C 6.0112 -0.8670 2.5771  0.000
C 4.7919 -1.4934 2.8525  0.000
C 3.6706 -1.4108 2.0484  0.000
H 3.6592 -1.8127 -1.8195  0.000
H 1.8620 -1.9130 -1.8032  0.000
H 2.2062 -3.2458 0.4261  0.000
H 3.8497 -3.4139 -0.0408  0.000
H 3.3187 -4.7048 -1.9432  0.000
H 1.6339 -4.2133 -1.9558  0.000
H 3.0135 -6.1023 0.0270  0.000
H 2.0686 -6.5915 -1.3265  0.000
H -1.0142 -4.8480 -2.1218  0.000
H -2.6671 -6.0760 -3.5527  0.000
H -3.2896 -8.3086 -2.7794  0.000
H -2.1284 -9.5046 -0.9954  0.000
H -0.2427 -8.2360 0.3489  0.000
H 5.1019 0.6497 -0.2394  0.000
H 7.0289 0.3569 1.1391  0.000
H 6.7881 -1.1102 3.2207  0.000
H 4.7803 -2.2448 3.6567  0.000
H 2.7482 -1.9987 2.3544  0.000
N -1.7254 -0.2050 1.2881  -0.010
C -2.0462 -1.6614 1.1644  0.003
C -2.9073 -1.8183 -0.0830  0.001
C -2.0573 -1.7237 -1.3608  0.008
O -2.4281 -2.2976 -2.3660  0.008
O -0.9530 -1.0037 -1.3462  0.037
H -1.2839 -0.0554 2.1978  0.003
H -2.5718 0.3262 1.3043  0.002
H -2.6182 -2.0168 2.0455  0.000
H -1.1030 -2.2022 1.0947  0.000
H -3.6176 -1.0033 -0.1032  0.000
H -3.4474 -2.7791 -0.1381  0.000
C 3.2675 3.7612 -3.3926  0.000
N 2.2937 2.7136 -3.3221  0.000
C 1.4541 2.4034 -2.3354  0.000
S 0.4165 0.9925 -2.4353  -0.019
N 1.3165 3.1627 -1.2739  0.002
C 1.8479 4.4750 -0.7962  0.000
H 2.7041 4.7005 -3.3359  0.000
H 3.7135 3.6815 -4.3769  0.000
H 4.0268 3.6996 -2.5954  0.000
H 2.3676 1.9571 -4.0279  -0.001
H 0.5998 2.7818 -0.7060  0.002
H 1.5158 5.1866 -1.5609  0.000
H 2.9280 4.4317 -0.5792  0.000
H 1.4620 4.6306 0.1956  0.000

Its multiplicity is 4. The expectation value of S² is 3.778. For the total energy, the calculation gives -4341.56329 a.u. Its largest force on an atom is 3.65 eV Å⁻¹. The charge is +1. For the HOMO-LUMO gap (alpha / beta), the calculation gives 0.256 / 0.252 Eh. Its energy above the lowest of the compared OMol25 structures with the same formula, charge and spin is 1.011 eV.

Formula: C38H42FN9O4S2Yb
Source: OMol25
Level of theory: the ωB97M-V functional and the def2-TZVPD basis

Last column: Löwdin spin population.
Positions of all 97 atoms, in Å:
Yb 0.7924 -1.0407 0.3966  0.995
C 0.0645 -4.2794 1.2062  0.000
C 0.9370 -3.7991 2.4053  0.000
C 0.2735 -2.7366 3.2278  0.000
C -0.0068 -2.9484 4.5898  0.000
C -0.7730 -2.0304 5.2996  0.000
C -1.3105 -0.9348 4.5946  0.000
C -0.9544 -0.7808 3.2539  0.000
N -0.1306 -1.6115 2.6042  -0.001
N 0.3491 -3.5506 -0.0921  -0.001
C -0.7985 -3.7466 -0.9895  0.000
C -1.9217 -2.8359 -0.6195  0.000
C -3.2508 -3.3145 -0.7489  0.000
C -4.3209 -2.4400 -0.5564  0.000
C -4.0279 -1.1002 -0.3339  0.000
C -2.7061 -0.7140 -0.2087  0.000
N -1.6723 -1.5617 -0.3208  0.000
C 1.5363 -4.0836 -0.7916  0.000
C 2.8626 -3.4971 -0.4150  0.000
C 3.9893 -3.9765 -1.1130  0.000
C 5.2774 -3.5204 -0.8012  0.000
C 5.4041 -2.5398 0.1897  0.000
C 4.2634 -2.0244 0.7895  0.000
N 3.0383 -2.4938 0.4435  0.000
H -0.9943 -4.1709 1.4474  0.000
H 0.1765 -5.3724 1.0227  0.000
H 1.9438 -3.4889 2.0550  0.000
H 1.0517 -4.6814 3.0680  0.000
H 0.3706 -3.8839 5.0381  0.000
H -1.0023 -2.1648 6.3780  0.000
H -1.9512 -0.1546 5.0589  0.000
H -1.4111 0.0375 2.6711  0.000
H -1.1170 -4.7973 -0.9345  0.000
H -0.4509 -3.5450 -2.0227  0.000
H -3.3878 -4.3681 -0.9167  0.000
H -5.3344 -2.8479 -0.5736  0.000
H -4.8134 -0.3760 -0.2591  0.000
H -2.4520 0.3106 0.0994  0.000
H 1.3838 -3.8924 -1.8951  0.000
H 1.5700 -5.1685 -0.6829  0.000
H 3.8221 -4.7799 -1.8191  0.000
H 6.1577 -3.9436 -1.3100  0.000
H 6.3871 -2.1958 0.5844  0.000
H 4.2648 -1.2272 1.5584  0.000
F 4.9799 3.1515 4.2879  0.000
C 4.2603 2.2071 3.5829  0.000
C 3.6463 1.1606 4.2437  0.000
C 2.8481 0.2915 3.5162  0.001
C 2.5813 0.4094 2.1084  0.006
C 3.2630 1.5078 1.5421  0.001
C 4.0634 2.3928 2.2360  0.000
H 3.8045 0.9860 5.3121  0.000
H 2.3586 -0.5224 4.0406  0.000
H 3.1895 1.6445 0.4492  0.000
H 4.5065 3.2601 1.7475  0.000
C -0.5799 0.5082 -6.4691  0.000
C 0.1187 -0.5444 -5.6691  0.000
C -0.0314 -1.9200 -5.9035  0.000
C 0.7020 -2.7970 -5.0930  0.000
N 1.4391 -2.3545 -4.0779  0.000
C 1.4541 -1.0319 -3.8258  0.000
S 2.2553 -0.5595 -2.3674  -0.001
N 0.8825 -0.1296 -4.6556  0.000
H -0.3616 0.3926 -7.5676  0.000
H -0.2413 1.5194 -6.1478  0.000
H -1.6844 0.4019 -6.3654  0.000
H -0.7292 -2.2974 -6.6503  0.000
H 0.7708 -3.8699 -5.2663  0.000
C -5.5027 5.5462 1.3334  0.000
C -4.8070 5.3044 -0.0013  0.000
S -3.1192 4.5276 0.2189  0.000
O -3.1724 3.0714 0.0438  0.000
O -2.4775 5.1240 1.3752  0.000
C -2.2230 5.1224 -1.2596  0.000
C -0.7205 4.7852 -1.2097  0.000
N -0.3640 3.5779 -0.4920  0.000
C -0.3587 2.2432 -0.8278  0.000
N -0.1030 1.4092 0.1939  -0.001
C 0.1292 2.2299 1.2717  0.000
C 0.0635 3.5596 0.8550  0.000
N 0.7387 4.5719 1.4585  0.000
O 1.1497 4.3560 2.5980  0.000
O 0.9700 5.6382 0.8359  0.000
C -0.5867 1.7749 -2.1933  0.000
H -6.5775 5.7212 1.2111  0.000
H -5.2063 6.4425 1.8828  0.000
H -5.3422 4.7017 1.9956  0.000
H -4.6238 6.2724 -0.5472  0.000
H -5.3399 4.6254 -0.6730  0.000
H -2.3346 6.2112 -1.3624  0.000
H -2.7218 4.5878 -2.0944  0.000
H -0.2340 5.6213 -0.7249  0.000
H -0.3191 4.7487 -2.2401  0.000
H 0.3653 1.8425 2.2730  0.000
H -1.0220 2.5316 -2.8326  0.000
H -1.2533 0.9044 -2.0778  0.000
H 0.3681 1.4117 -2.5965  0.000

Its multiplicity is 2. The expectation value of S² is 0.751. For the total energy, the calculation gives -4321.66038 a.u. Its largest force on an atom is 4.00 eV Å⁻¹. The charge is +1. For the HOMO-LUMO gap (alpha / beta), the calculation gives 0.259 / 0.235 Eh. Its energy above the lowest of the compared OMol25 structures with the same formula, charge and spin is 0.300 eV.

Formula: C38H42N5O2RhSSe3Te2
Source: OMol25
Level of theory: the ωB97M-V functional and the def2-TZVPD basis

Last column: Löwdin spin population.
Positions of all 94 atoms, in Å:
Rh 2.1660 -1.2867 2.1114  0.024
Se 2.4825 0.5418 3.6324  0.048
Se 4.2693 1.7773 3.2596  0.010
Te 3.2091 -1.0339 5.5133  0.340
Se 2.1300 -2.6598 4.1095  0.487
C -3.1858 -3.3867 -0.3849  0.000
C -2.3740 -4.1361 0.6606  0.000
N -1.7880 -3.2696 1.6820  0.004
C -2.4211 -3.2399 2.9967  0.000
C -3.5437 -2.2260 3.1268  0.000
C -0.6940 -2.5518 1.3837  0.005
S -0.1339 -1.4070 2.5443  0.041
N -0.1969 -2.7056 0.1527  0.005
C 1.0961 -2.8626 -0.0453  0.000
O 1.9759 -3.0030 0.8541  0.004
C 1.5613 -2.9388 -1.4569  0.000
C 2.8946 -2.6413 -1.7236  0.000
C 3.3657 -2.6955 -3.0246  0.000
C 2.5147 -3.0668 -4.0561  0.000
C 1.1879 -3.3731 -3.7894  0.000
C 0.7094 -3.3054 -2.4902  0.000
H -3.5129 -4.0778 -1.1623  0.000
H -2.5793 -2.6082 -0.8448  0.000
H -4.0680 -2.9247 0.0534  0.000
H -1.5697 -4.6951 0.1797  0.000
H -3.0072 -4.8494 1.1918  0.000
H -1.6449 -3.0263 3.7320  0.000
H -2.7912 -4.2491 3.1905  0.000
H -3.1512 -1.2157 3.0505  0.000
H -4.0315 -2.3333 4.0955  0.000
H -4.2952 -2.3597 2.3503  0.000
H 3.5381 -2.3484 -0.9058  0.000
H 4.3932 -2.4296 -3.2350  0.000
H 2.8857 -3.1154 -5.0718  0.000
H 0.5247 -3.6593 -4.5949  0.000
H -0.3264 -3.5214 -2.2650  0.000
C -5.9533 4.3039 -2.0545  0.000
C -4.7473 3.5225 -1.6125  0.000
C -3.4649 4.0142 -1.7838  0.000
C -2.3407 3.2950 -1.3888  0.000
C -0.9969 3.9260 -1.6364  0.000
C -2.4819 2.0386 -0.7824  0.000
Te -0.6804 0.8921 -0.2505  0.003
N 1.7871 -0.1158 0.4258  -0.007
C 2.7991 0.4486 -0.1506  0.000
O 3.9555 0.7159 0.3094  0.001
C 2.5980 0.9635 -1.5661  0.000
C 1.7569 0.3430 -2.4808  0.000
C 1.6714 0.7918 -3.7895  0.000
C 2.4292 1.8764 -4.2067  0.000
C 3.2812 2.4994 -3.3036  0.000
C 3.3701 2.0371 -2.0012  0.000
C -0.1424 2.4065 1.1299  0.001
C 1.0159 3.1347 0.8884  0.000
C 1.4283 4.1353 1.7478  0.000
C 0.6817 4.4144 2.8812  0.000
C -0.4738 3.6946 3.1269  0.000
C -0.9106 2.6915 2.2638  0.000
C -2.1959 1.9836 2.5803  0.000
C -3.7768 1.5354 -0.6152  0.000
C -4.0708 0.2092 0.0234  0.000
C -4.8805 2.2741 -1.0270  0.000
H -5.6603 5.1994 -2.6018  0.000
H -6.5580 4.6174 -1.2013  0.000
H -6.5946 3.7067 -2.7046  0.000
H -3.3273 4.9853 -2.2479  0.000
H -1.0309 4.5491 -2.5302  0.000
H -0.2172 3.1757 -1.7648  0.000
H -0.7017 4.5574 -0.7955  0.000
H 1.1777 -0.5216 -2.1695  0.000
H 1.0139 0.2858 -4.4849  0.000
H 2.3641 2.2274 -5.2289  0.000
H 3.8844 3.3422 -3.6187  0.000
H 4.0430 2.4975 -1.2891  0.000
H 1.6058 2.9158 0.0070  0.000
H 2.3385 4.6796 1.5408  0.000
H 1.0016 5.1802 3.5743  0.000
H -1.0596 3.9083 4.0129  0.000
H -2.4863 2.1668 3.6148  0.000
H -2.0978 0.9073 2.4236  0.000
H -2.9999 2.3315 1.9294  0.000
H -3.1640 -0.3369 0.2768  0.000
H -4.6734 -0.4112 -0.6419  0.000
H -4.6436 0.3547 0.9400  0.000
H -5.8728 1.8602 -0.8803  0.000
N 5.1903 -1.4272 1.1616  0.001
C 6.1591 -2.2786 0.8279  0.000
C 5.8429 -3.5045 1.3914  0.001
C 4.6311 -3.2816 2.0431  0.015
N 4.2573 -2.0110 1.9086  0.004
H 4.9256 -0.4627 0.8169  0.000
H 6.9851 -1.9633 0.2154  0.000
H 6.3937 -4.4242 1.3230  0.000
H 4.0265 -3.9728 2.6042  0.013

Its multiplicity is 2. The expectation value of S² is 0.759. For the total energy, the calculation gives -10146.67102 a.u. Its largest force on an atom is 1.72 eV Å⁻¹. The charge is -1. For the HOMO-LUMO gap (alpha / beta), the calculation gives 0.215 / 0.166 Eh.

Formula: C38H43AsBrLiNPTe
Source: OMol25
Level of theory: the ωB97M-V functional and the def2-TZVPD basis

Last column: Mulliken charge in e.
Positions of all 87 atoms, in Å:
Li -1.2005 -0.2538 -0.8029  0.503
Te -0.9918 2.3476 -0.1358  -0.203
C -1.9556 3.8838 -1.2253  0.097
C -3.3080 3.8433 -1.5632  -0.258
C -3.9121 4.9073 -2.2215  -0.545
C -3.1752 6.0338 -2.5575  -0.463
C -1.8257 6.0829 -2.2341  -0.505
C -1.2225 5.0201 -1.5738  -0.452
H -3.8965 2.9711 -1.3054  0.327
H -4.9666 4.8577 -2.4656  0.356
H -3.6486 6.8672 -3.0608  0.356
H -1.2377 6.9551 -2.4936  0.359
H -0.1702 5.0687 -1.3229  0.328
C -0.3623 -4.0752 -3.4130  -1.537
C -0.5377 -2.6750 -4.0084  0.542
C -2.0203 -2.4634 -4.3313  -1.641
P 0.1303 -1.3549 -2.8698  0.695
C 0.1956 0.1509 -3.9672  0.644
C -1.1661 0.8592 -4.0201  -1.078
C 1.2143 1.1705 -3.4374  -1.466
C 1.9024 -1.9254 -2.7495  0.622
C 2.6843 -1.2608 -1.6161  -1.489
C 2.6807 -1.9085 -4.0648  -1.680
H -0.8275 -4.8108 -4.0727  0.470
H -0.8501 -4.1521 -2.4400  0.089
H 0.6794 -4.3656 -3.2911  0.315
H 0.0265 -2.6181 -4.9434  0.241
H -2.6151 -2.3696 -3.4193  0.263
H -2.3992 -3.3255 -4.8852  0.464
H -2.1916 -1.5871 -4.9500  0.336
H 0.4832 -0.1765 -4.9716  0.410
H -1.4062 1.2861 -3.0422  -0.081
H -1.9893 0.2164 -4.3203  0.127
H -1.1170 1.6898 -4.7272  0.487
H 1.0919 1.3269 -2.3628  0.115
H 1.0410 2.1367 -3.9156  0.519
H 2.2459 0.8828 -3.6318  0.275
H 1.7876 -2.9700 -2.4507  0.296
H 2.9254 -0.2189 -1.8220  0.332
H 3.6249 -1.7935 -1.4553  0.483
H 2.1225 -1.2911 -0.6828  -0.047
H 2.7975 -0.9002 -4.4587  0.235
H 2.2021 -2.5153 -4.8347  0.339
H 3.6815 -2.3163 -3.9035  0.475
C 5.8082 0.2409 3.1098  -0.465
C 5.3242 1.2752 2.3200  -0.649
C 4.0204 1.2341 1.8485  -0.395
C 3.1824 0.1689 2.1745  0.640
C 3.6731 -0.8658 2.9615  -0.258
C 4.9828 -0.8279 3.4256  -0.698
As 1.3309 0.2847 1.5165  0.574
C 0.6681 1.3074 3.0457  -0.006
C 0.7633 2.6766 3.2370  -0.778
C 0.1748 3.2534 4.3524  -0.619
C -0.5152 2.4636 5.2668  -0.851
C -0.5982 1.0921 5.0863  -0.589
C 0.0042 0.5047 3.9770  0.043
C -0.0126 -0.9385 3.6551  0.801
C -0.5825 -1.9436 4.4300  -0.240
C -0.5410 -3.2609 3.9956  -0.921
C 0.0593 -3.5868 2.7844  -0.702
C 0.6261 -2.5860 2.0044  -0.561
C 0.6021 -1.2705 2.4452  0.818
H 6.8261 0.2684 3.4769  0.374
H 5.9626 2.1128 2.0692  0.402
H 3.6488 2.0413 1.2257  0.406
H 3.0368 -1.7015 3.2248  0.348
H 5.3555 -1.6370 4.0413  0.396
H 1.2728 3.2950 2.5090  0.431
H 0.2295 4.3246 4.4965  0.402
H -0.9931 2.9234 6.1224  0.400
H -1.1394 0.4857 5.8028  0.384
H -1.0589 -1.7047 5.3731  0.393
H -0.9793 -4.0408 4.6056  0.375
H 0.0831 -4.6157 2.4487  0.444
H 1.0808 -2.8385 1.0522  0.342
Br -2.4042 -3.3228 -0.2760  -0.147
C -2.8961 -2.1272 1.1184  0.307
C -3.7466 -2.5793 2.1114  -0.672
C -4.0863 -1.6803 3.1077  -0.355
C -3.5677 -0.3983 3.0643  -1.020
C -2.7293 -0.0525 2.0192  -0.002
N -2.3917 -0.9102 1.0462  0.397
H -4.1263 -3.5897 2.0936  0.452
H -4.7538 -1.9838 3.9040  0.423
H -3.8034 0.3345 3.8231  0.446
H -2.3137 0.9447 1.9246  0.274

For the total energy, the calculation gives -6955.31056 a.u. Its largest force on an atom is 0.52 eV Å⁻¹. The charge is 0. For the HOMO-LUMO gap, the calculation gives 0.237 Eh. Its energy above the lowest of the compared OMol25 structures with the same formula, charge and spin is 0.253 eV.